Entry 1:
The following is a quantum chemistry calculation of a cluster of 3 separate species, C19H20Cl2N3O6 in total in a non-equilibrium geometry, from the Open Molecules 2025 dataset.

Maximum force (eV/Å): 1.4
Kohn-Sham gap (eV): 4.001

Geometry as ORCA input:
```
! RIJCOSX wB97M-V def2-TZVPD def2/J DEFGRID3
* xyz -1 1
C 0.6086 0.6882 -3.6074
C 1.9906 1.0336 -3.0398
Cl 3.1360 -0.1826 -3.7132
C 2.0383 1.1464 -1.5128
Cl 0.8088 0.0522 -0.6746
C 3.3752 0.8655 -0.8693
C 4.5064 1.7032 -1.5027
C 5.7815 0.8513 -1.6718
O 6.9569 1.6326 -1.3340
N 3.1872 1.4306 0.5664
C 3.5655 0.6730 1.4288
O 3.7925 -0.0717 2.3164
H 0.2723 -0.2852 -3.2622
H -0.1098 1.4751 -3.4034
H 0.7390 0.6039 -4.6908
H 2.2211 2.0304 -3.4162
H 1.7159 2.1632 -1.2372
H 4.2559 2.0762 -2.5016
H 4.8015 2.5508 -0.8758
H 5.7184 -0.0024 -0.9963
H 5.8899 0.5026 -2.7025
H 7.6149 1.0411 -0.9653
C -4.6737 1.7063 1.5845
C -5.5266 2.1494 0.5815
C -5.1069 2.1441 -0.7385
C -3.8344 1.6872 -1.0321
C -2.9683 1.2438 -0.0474
C -3.3980 1.2587 1.2708
N -3.3890 1.6658 -2.4329
O -4.1571 2.0835 -3.2814
O -2.2786 1.2362 -2.6531
H -5.0051 1.7077 2.6149
H -6.5202 2.4987 0.8283
H -5.7637 2.4897 -1.5229
H -1.9744 0.8900 -0.2917
H -2.7375 0.9158 2.0544
C 0.7331 -3.6788 2.7543
C 0.3325 -2.3556 2.8763
C -1.0131 -2.0470 2.9863
C -1.9408 -3.0740 2.9767
C -1.5604 -4.3984 2.8506
C -0.2122 -4.6975 2.7386
N -3.3676 -2.7488 3.1116
O -3.6728 -1.5761 3.2066
O -4.1629 -3.6684 3.1258
H 1.7854 -3.9147 2.6685
H 1.0696 -1.5631 2.8805
H -1.3274 -1.0184 3.0772
H -2.2986 -5.1864 2.8393
H 0.1022 -5.7276 2.6387
*
```

---

Entry 2:
The following is a quantum chemistry calculation of a structure of composition C19H20Cl3IrN2O3 in a non-equilibrium geometry, from the Open Molecules 2025 dataset.

Maximum force (eV/Å): 4.9
Kohn-Sham gap (alpha / beta) (eV): 5.877 / 5.927

Geometry as ORCA input:
```
! RIJCOSX wB97M-V def2-TZVPD def2/J DEFGRID3
* xyz 1 2
Ir -0.6312 0.0254 -0.7150
Cl -0.4421 4.8401 4.7381
C -0.4627 4.0175 3.2176
C -0.5291 2.6432 3.1823
C -0.5568 2.0155 1.9519
Cl -0.6049 0.2792 1.8783
C -0.5213 2.6813 0.7272
O -0.5711 2.0836 -0.4577
C -0.4269 4.0806 0.8235
Cl -0.3355 4.9756 -0.6486
C -0.4050 4.7387 2.0363
H -0.5516 2.0657 4.0970
H -0.3379 5.8174 2.0548
O 2.2628 0.4501 0.5064
C 2.2861 -0.3056 -0.4682
O 1.3154 -0.6926 -1.1956
C 3.6809 -0.7632 -0.9259
N 4.6274 -0.2963 0.1471
C 5.7728 0.4462 -0.4859
C 5.6586 0.1119 -1.9715
C 4.1488 -0.0241 -2.1842
H 3.7184 -1.8423 -1.0456
H 4.9365 -1.0520 0.7508
H 3.9523 0.2964 0.7015
H 6.7138 0.1326 -0.0457
H 5.6388 1.5097 -0.3043
H 6.1608 -0.8329 -2.1869
H 6.1019 0.8840 -2.5960
H 3.8928 -0.5717 -3.0873
H 3.6823 0.9622 -2.2323
C -5.0134 0.1078 -1.1164
C -4.6271 -1.2646 -0.6552
C -5.5492 -2.2218 -0.3125
C -5.1487 -3.4786 0.1372
C -3.7975 -3.8080 0.2094
C -2.8180 -2.8967 -0.1060
C -1.3672 -3.2574 -0.0125
C -3.2258 -1.5733 -0.5219
N -2.3537 -0.6168 -0.7738
H -6.0911 0.2002 -1.2245
H -4.5356 0.3366 -2.0708
H -4.6638 0.8579 -0.4038
H -6.6032 -1.9903 -0.4029
H -5.8933 -4.2064 0.4327
H -3.5097 -4.8085 0.5080
H -1.2287 -4.3264 -0.1659
H -0.9717 -3.0061 0.9745
H -0.7768 -2.7236 -0.7575
*
```

---

Entry 3:
The following is a quantum chemistry calculation of a structure of composition C19H20ClN4O6S5SbSeTc, from the Open Molecules 2025 dataset.

Relative energy (zero: lowest compared OMol25 entry of this formula, charge and spin) (kJ/mol): 13.6
Maximum force (eV/Å): 0.7
Kohn-Sham gap (alpha / beta) (eV): 3.789 / 3.788

Geometry as ORCA input:
```
! RIJCOSX wB97M-V def2-TZVPD def2/J DEFGRID3
* xyz 1 1
Tc 1.2166 1.8041 -1.0317
O 0.7330 -0.8657 -3.7731
Cl 0.6868 -1.0576 -2.3671
O 1.0340 -2.3624 -1.9565
O -0.5619 -0.6031 -1.8156
O 1.7579 -0.1095 -1.7537
S 4.6689 0.3519 -1.1424
Sb 5.0761 2.6971 -1.4749
S 3.2974 1.0382 0.2680
S 2.7462 2.9221 -2.2802
S 4.3355 2.7412 0.8245
Se 0.3625 3.8664 -0.0677
C 1.5215 4.4929 1.2196
N 2.2320 5.0266 1.9508
S -0.3116 2.0987 -2.7888
C -0.6216 3.7966 -3.0709
N -1.5972 4.5000 -2.5348
C -1.6900 5.8498 -3.1057
C -0.4930 5.8739 -4.0867
N 0.0363 4.5086 -3.9643
H -2.2464 4.1131 -1.8694
H -1.6039 6.6009 -2.3238
H -2.6440 5.9735 -3.6143
H 0.2643 6.5998 -3.7984
H -0.8007 6.0691 -5.1114
H 0.8140 4.1368 -4.4852
C -0.0324 -6.1475 0.5256
C -0.8835 -4.9218 0.3105
C -2.0387 -5.0246 -0.4558
C -2.8218 -3.9133 -0.7263
C -2.4612 -2.6865 -0.2026
C -1.3189 -2.5747 0.5792
N -0.9703 -1.2728 1.0442
C -0.6831 -0.9663 2.3428
C -1.2317 -1.7744 3.3618
C -1.0032 -1.5072 4.6862
C -0.2170 -0.4127 5.0771
C 0.3272 0.3823 4.1070
C 0.1174 0.1264 2.7342
C 0.8468 1.0114 1.8358
O 1.7064 1.8029 2.1603
O 0.5145 0.9579 0.5089
C -0.5026 -3.6770 0.8324
C 0.7897 -3.5228 1.5882
H -0.5149 -7.0234 0.0958
H 0.1430 -6.3446 1.5841
H 0.9431 -6.0402 0.0473
H -2.3205 -5.9906 -0.8554
H -3.7159 -4.0080 -1.3276
H -3.0607 -1.8038 -0.3830
H -0.8032 -0.5871 0.3271
H -1.8598 -2.6040 3.0670
H -1.4517 -2.1436 5.4381
H -0.0455 -0.2000 6.1221
H 0.9397 1.2329 4.3720
H 0.6386 -3.5280 2.6704
H 1.2745 -2.5776 1.3361
H 1.4832 -4.3245 1.3502
*
```

---

Entry 4:
The following is a quantum chemistry calculation of a structure of composition C19H20F3N2 in a non-equilibrium geometry, from the Open Molecules 2025 dataset.

Relative energy (zero: lowest compared OMol25 entry of this formula, charge and spin) (kJ/mol): 119.6
Maximum force (eV/Å): 6.3
Kohn-Sham gap (eV): 6.813

Geometry as ORCA input:
```
! RIJCOSX wB97M-V def2-TZVPD def2/J DEFGRID3
* xyz 1 1
C -2.6939 -0.9429 -2.5275
C -2.0590 0.2377 -1.9092
N -2.5530 1.4792 -2.1265
C -1.8326 2.4399 -1.4202
C -0.7925 1.7451 -0.7281
C 0.0552 2.4928 0.0826
C -0.1119 3.8803 0.1575
C -1.1742 4.5381 -0.4975
C -2.0589 3.8003 -1.2948
C -0.9401 0.3323 -1.0695
C -0.2568 -0.8293 -0.4769
C 1.2106 -0.6744 -0.1465
C 2.0280 0.2513 -0.8309
C 3.3351 0.4779 -0.3997
C 3.8563 -0.2220 0.6857
C 5.2261 0.1072 1.1829
C 3.1018 -1.2313 1.2740
C 1.7964 -1.4694 0.8544
H -1.9944 -1.7850 -2.4966
H -3.6156 -1.2350 -1.9977
H -2.9653 -0.7409 -3.5758
H -3.3477 1.6792 -2.7317
H 0.8191 1.9703 0.6600
H 0.5788 4.4734 0.7497
H -1.2993 5.6203 -0.3887
H -2.8969 4.2666 -1.8257
H -0.4558 -1.7957 -0.9595
H 1.6387 0.8441 -1.6666
H 3.9647 1.2279 -0.8813
H 5.5324 -0.5922 1.9662
H 5.9437 0.0401 0.3549
H 5.2844 1.1259 1.5933
H 3.5357 -1.8044 2.0893
H 1.2048 -2.2310 1.3683
F -2.5867 -4.7757 2.2266
C -2.3200 -3.4497 2.3620
F -3.4681 -2.8099 2.7514
F -1.4022 -3.2998 3.3735
C -1.7926 -2.8329 1.0672
N -1.1558 -1.6139 1.3367
H -1.0763 -3.5652 0.6379
H -2.6802 -2.6638 0.4344
H -0.5286 -1.5799 2.1405
H -1.0534 -0.8857 0.6017
*
```

---

Entry 5:
The following is a quantum chemistry calculation of the molecule C19H20F3N5O2S in a non-equilibrium geometry, from the Open Molecules 2025 dataset.

Relative energy (zero: lowest compared OMol25 entry of this formula, charge and spin) (kJ/mol): 64.7
Maximum force (eV/Å): 3.6
Kohn-Sham gap (eV): 9.095

Geometry as ORCA input:
```
! RIJCOSX wB97M-V def2-TZVPD def2/J DEFGRID3
* xyz 0 1
C -3.0749 -2.6058 0.1389
C -2.5401 -1.1681 0.2428
C -3.5129 -0.2865 -0.5398
C -1.0715 -0.9777 -0.3449
C -0.6540 0.4799 -0.3936
N -0.6590 1.2868 -1.4385
C -0.1353 2.4912 -0.9683
C 0.0020 3.7350 -1.5789
C 0.6370 4.7806 -0.8539
C 1.0225 4.5942 0.4664
S 1.7780 5.9656 1.3902
C 3.5271 5.9441 0.8608
O 1.1788 7.2363 0.9819
O 1.6427 5.7206 2.8717
C 0.7850 3.3673 1.0564
C 0.2624 2.3317 0.3328
N -0.0870 1.0712 0.7257
C 0.3550 0.2884 1.8972
C 0.8631 -1.0615 1.3889
N -0.0510 -1.7523 0.4686
C 0.2883 -3.0655 0.1243
N 1.1299 -3.7123 0.9402
C 1.5461 -4.9061 0.6230
C 1.1690 -5.4899 -0.5850
C 0.3220 -4.8119 -1.3977
C -0.0410 -5.3291 -2.7972
F -0.5677 -4.3012 -3.5684
F -0.9152 -6.3760 -2.7778
F 1.1028 -5.7730 -3.3915
N -0.1379 -3.6143 -1.0058
H -3.0634 -3.0305 -0.8722
H -4.1307 -2.6470 0.4589
H -2.4991 -3.2704 0.7633
H -2.4995 -0.8779 1.3206
H -4.5271 -0.2331 -0.0847
H -3.2008 0.7457 -0.6092
H -3.6513 -0.6475 -1.5551
H -1.0471 -1.2652 -1.3592
H -0.3641 3.9246 -2.5759
H 0.7979 5.7007 -1.3612
H 3.5650 5.6996 -0.2323
H 3.9469 6.9431 1.0716
H 4.0840 5.2055 1.4371
H 1.0987 3.2376 2.1087
H 1.1930 0.7820 2.3488
H -0.4734 0.2384 2.5924
H 1.0993 -1.7072 2.2622
H 1.8439 -0.9371 0.9125
H 2.1291 -5.4471 1.3594
H 1.5342 -6.4754 -0.8545
*
```